C4H7NO2 | ωB97M-V with the def2-TZVPD basis set

XYZ file:
```
14
Properties=species:S:1:pos:R:3:forces:R:3:lowdin_charge:R:1
C 0.543520 1.134876 -1.305809 -0.01 0.00 -0.03 -0.021
C 0.242266 0.233250 -0.141934 0.10 -0.08 0.23 -0.282
N 0.793183 0.349518 1.008072 -0.32 -0.34 -0.49 0.039
O 1.696881 1.394937 1.055142 0.11 0.23 0.18 -0.050
C -0.636995 -0.978725 -0.270632 -0.06 -0.07 -0.10 -0.251
C -1.333814 -1.509271 0.892015 0.03 -0.17 0.34 -0.125
O -2.063077 -0.910762 -0.168471 -0.21 0.46 -0.01 -0.033
H 1.625888 1.203384 -1.464081 -0.18 -0.05 0.03 0.084
H 0.064712 0.777034 -2.219841 0.03 0.02 0.15 0.082
H 0.194919 2.153548 -1.101219 0.02 -0.18 0.00 0.090
H 2.042397 1.330520 1.955864 -0.07 0.08 -0.22 0.099
H -0.408872 -1.677491 -1.073219 0.56 0.11 0.11 0.147
H -1.413258 -2.584520 1.033888 -0.21 0.08 -0.17 0.112
H -1.347749 -0.916299 1.800224 0.19 -0.11 -0.01 0.108
```
Forces are in eV/Å.

- SMILES string: C/C(=N\O)[C@H]1CO1
- ΔE to the lowest compared entry with this formula, charge and spin: 354.2 kJ/mol
- Kohn-Sham gap: 10.83 eV
- Net charge: 0
- Total energy: -361.74596 Eh
- Highest occupied orbital energy: -9.9 eV